Record 1
A 2-piece molecular cluster, C5H2N2 overall. Source: OMol25; level of theory: ωB97M-V with the def2-TZVPD basis set.

Values from the calculation:
2S+1	1
Kohn-Sham gap (alpha / beta)	7.045 / 6.990	eV

Each line ends with the natural charge from an NBO analysis.
Atoms and positions in Å:
1 C 1.959 -1.005 0.254  0.1475
2 C 1.937 1.628 0.134  0.0956
3 C -1.302 -0.094 0.224  0.2266
4 C -2.514 -0.258 -0.087  -0.8255
5 C 1.750 0.345 0.147  0.0974
6 N 2.194 -2.159 0.162  -0.1986
7 N 2.105 2.763 -0.136  -0.1629
8 H -2.611 -1.072 -0.867  0.3273
9 H -3.518 -0.147 0.168  0.2927

Cartesian forces, eV/Å:
C 0.22 0.33 -0.66
C 0.14 0.82 -0.73
C 1.04 0.28 0.21
C -0.81 -1.89 -1.51
C 0.16 -2.95 0.57
N -0.47 1.58 0.39
N -0.04 0.20 0.42
H 1.04 0.56 0.29
H -1.28 1.07 1.02

Record 2
A 2-piece molecular cluster, C4H4FNO overall. Source: OMol25; level of theory: ωB97M-V with the def2-TZVPD basis set.

Values from the calculation:
2S+1	1
Kohn-Sham gap (alpha / beta)	8.466 / 8.473	eV

Each line ends with the natural charge from an NBO analysis.
Atoms and positions in Å:
1 C -0.300 0.535 0.996  -0.1718
2 C 0.920 0.829 0.302  -0.2908
3 C -1.164 -0.264 0.394  -0.0497
4 C 0.971 0.347 -0.937  0.1711
5 N -1.132 -0.651 -0.888  0.2037
6 O -0.100 -0.169 -1.592  -0.2447
7 F -0.716 -2.410 -0.497  -0.5474
8 H -0.193 0.865 2.087  0.2455
9 H 1.747 1.409 0.661  0.2423
10 H -1.882 -0.666 1.003  0.2299
11 H 1.849 0.173 -1.530  0.2121

Cartesian forces, eV/Å:
C 3.49 1.96 1.96
C -0.92 0.03 -0.59
C 0.08 0.48 0.96
C 0.66 -0.63 -0.91
N -0.20 -1.29 -1.00
O -0.01 -0.28 0.55
F -0.03 1.28 -0.21
H -1.38 -0.76 -1.64
H 0.21 -0.17 0.49
H -2.16 -1.22 0.67
H 0.26 0.60 -0.28

So what do the calculations give for calculated total energy? Going down the list: -300.9211; -384.4873 Ha.